i) {
  "formula": "C18H22ClF2N3O4",
  "method": "ωB97M-V/def2-TZVPD",
  "elements": ["C", "N", "C", "C", "C", "C", "N", "C", "O", "C", "C", "C", "N", "C", "Cl", "C", "C", "C", "O", "C", "O", "C", "C", "O", "C", "C", "F", "F", "H", "H", "H", "H", "H", "H", "H", "H", "H", "H", "H", "H", "H", "H", "H", "H", "H", "H", "H", "H", "H", "H"],
  "coordinates": [[3.7499, 1.5315, -2.3175], [2.6536, 1.0246, -1.4999], [2.2819, -0.3694, -1.7023], [1.5414, -0.6015, -3.0196], [1.1648, -2.0751, -3.2445], [-0.2827, -2.4126, -2.9138], [-0.6142, -2.0791, -1.5391], [-1.7274, -2.5915, -0.9538], [-2.4658, -3.4134, -1.4545], [-1.9454, -2.0383, 0.4165], [-1.0544, -1.6298, 1.3449], [-1.8412, -1.0826, 2.4131], [-1.4721, -0.4630, 3.5411], [-2.4632, -0.0242, 4.2773], [-2.0290, 0.8188, 5.7376], [-3.8280, -0.1596, 3.9825], [-4.2063, -0.7894, 2.8127], [-3.1678, -1.2463, 2.0247], [-3.2394, -1.8418, 0.8070], [2.0790, 1.9339, -0.6729], [2.5048, 3.0779, -0.6162], [0.9229, 1.5159, 0.2637], [1.5193, 0.7549, 1.4522], [0.0041, 0.7069, -0.4827], [0.2229, 2.7978, 0.7261], [-0.8590, 2.5878, 1.7526], [-1.4395, 3.7787, 2.0527], [-1.8705, 1.7900, 1.2294], [3.4028, 2.2881, -3.0219], [4.5118, 1.9901, -1.6889], [4.1849, 0.7001, -2.8684], [3.2054, -0.9576, -1.7028], [1.6957, -0.7209, -0.8613], [0.6494, 0.0313, -3.0340], [2.1784, -0.2527, -3.8350], [1.3249, -2.3429, -4.2898], [1.8280, -2.7192, -2.6582], [-0.9517, -1.8787, -3.5980], [-0.4737, -3.4757, -3.0524], [-0.2710, -1.2004, -1.1700], [0.0166, -1.6987, 1.2751], [-4.5605, 0.2418, 4.6661], [-5.2434, -0.9037, 2.5302], [2.2183, 1.4024, 1.9841], [0.7468, 0.4330, 2.1515], [2.0678, -0.1262, 1.1208], [-0.8642, 0.7952, -0.0676], [0.9626, 3.4732, 1.1517], [-0.2191, 3.3040, -0.1340], [-0.5485, 2.1168, 2.6857]],
  "mulliken_charge": [-1.151, 0.312, -0.680, -0.235, -0.837, -0.799, 0.198, 0.052, -0.644, 0.729, -1.032, 0.840, -0.521, 0.223, -0.194, -0.477, -0.787, 0.576, -0.463, -0.201, -0.699, 1.627, -1.741, -0.476, -1.104, 0.406, -0.316, -0.296, 0.313, 0.335, 0.428, 0.502, -0.156, 0.198, 0.548, 0.337, 0.370, 0.314, 0.469, -0.016, 0.638, 0.448, 0.481, 0.390, 0.481, 0.267, 0.305, 0.372, 0.393, 0.272],
  "charge": 0,
  "e_lumo_ev": -0.06,
  "homo_lumo_gap_ha": 0.33673
}

=====

ii) {
  "formula": "C18H22ClF2N3O4",
  "method": "ωB97M-V/def2-TZVPD",
  "elements": ["C", "N", "C", "C", "C", "C", "N", "C", "O", "C", "C", "C", "N", "C", "Cl", "C", "C", "C", "O", "C", "O", "C", "C", "O", "C", "C", "F", "F", "H", "H", "H", "H", "H", "H", "H", "H", "H", "H", "H", "H", "H", "H", "H", "H", "H", "H", "H", "H", "H", "H"],
  "coordinates": [[-1.6150, -0.6838, -0.9059], [-0.4365, -1.5273, -0.7483], [0.7163, -0.8154, -0.1937], [1.5727, -0.1810, -1.2872], [2.7064, 0.7323, -0.7851], [2.5703, 1.2726, 0.6339], [1.4957, 2.2508, 0.7367], [0.5224, 2.1957, 1.6768], [0.4100, 1.3089, 2.5001], [-0.4403, 3.3333, 1.6257], [-0.3507, 4.5854, 1.1217], [-1.6073, 5.2104, 1.4252], [-2.0616, 6.4419, 1.1609], [-3.2728, 6.6840, 1.5879], [-3.9122, 8.2710, 1.2676], [-4.0996, 5.7806, 2.2775], [-3.6305, 4.5125, 2.5506], [-2.3492, 4.2491, 2.1031], [-1.6407, 3.1025, 2.2326], [-0.5339, -2.8194, -1.1408], [-1.5888, -3.2846, -1.5588], [0.6162, -3.8428, -0.9694], [0.2698, -4.6450, 0.2891], [1.8868, -3.2216, -0.8112], [0.6310, -4.7094, -2.2389], [1.3992, -5.9928, -2.1049], [1.5083, -6.5941, -3.3191], [2.6945, -5.7491, -1.6782], [-2.4116, -1.2543, -1.3684], [-1.9401, -0.3221, 0.0720], [-1.3753, 0.1783, -1.5326], [0.3007, -0.0555, 0.4650], [1.3045, -1.4830, 0.4273], [1.9887, -0.9752, -1.9034], [0.9023, 0.3975, -1.9300], [3.6474, 0.1766, -0.8089], [2.8439, 1.5701, -1.4746], [2.3497, 0.4870, 1.3528], [3.5111, 1.7393, 0.9362], [1.4546, 2.9884, 0.0535], [0.4933, 5.0349, 0.6261], [-5.0863, 6.0936, 2.5830], [-4.2235, 3.7794, 3.0793], [-0.6881, -5.1497, 0.1679], [1.0474, -5.3791, 0.5039], [0.2076, -3.9679, 1.1416], [2.5527, -3.9178, -0.8667], [-0.3923, -4.9572, -2.5118], [1.0808, -4.1322, -3.0502], [0.9722, -6.7160, -1.4100]],
  "mulliken_charge": [-1.154, 0.180, -0.619, -0.231, -0.814, -0.872, -0.058, 0.386, -0.623, 0.509, -0.587, 0.495, -0.614, 0.238, -0.188, -0.298, -0.972, 0.582, -0.458, 0.275, -0.729, 1.668, -1.897, -0.450, -1.195, 0.296, -0.295, -0.308, 0.419, 0.312, 0.284, 0.076, 0.331, 0.215, 0.290, 0.343, 0.356, 0.395, 0.416, 0.212, 0.525, 0.415, 0.471, 0.400, 0.455, 0.385, 0.401, 0.398, 0.323, 0.310],
  "charge": 0,
  "e_lumo_ev": -0.16,
  "homo_lumo_gap_ha": 0.33403
}

=====

Computed stability ranking, most favorable first: i), ii)

=====

i) {
  "formula": "C5H11NOS",
  "method": "ωB97M-V/def2-TZVPD",
  "elements": ["C", "N", "C", "C", "S", "C", "O", "C", "H", "H", "H", "H", "H", "H", "H", "H", "H", "H", "H"],
  "coordinates": [[0.2770, 2.0158, 1.3475], [-0.1768, 0.6183, 1.2336], [-0.6564, 0.1009, -0.0631], [0.4909, 0.0397, -1.0659], [1.6664, -1.2976, -0.7384], [-1.2487, -1.2733, 0.1670], [-1.5422, -2.0595, -0.8162], [-0.7483, 2.9240, 0.7172], [0.2795, 2.1331, 2.4337], [1.2883, 2.1425, 1.0091], [0.4381, -0.0924, 1.6287], [-1.4121, 0.8292, -0.3456], [0.1125, -0.2270, -2.0537], [0.9458, 1.0175, -1.2506], [0.8737, -2.2380, -1.2612], [-1.3895, -1.4819, 1.2322], [-1.6248, 2.8014, 1.2757], [-0.8361, 2.7977, -0.3557], [-0.3764, 3.9534, 0.8082]],
  "mulliken_charge": [-0.449, -0.369, -0.012, -0.806, -0.313, -0.547, -0.768, -1.227, 0.370, 0.332, 0.302, 0.257, 0.365, 0.418, 0.122, 0.304, 0.298, 0.336, 0.387],
  "charge": -1,
  "e_lumo_ev": [3.52, 3.49],
  "spin_multiplicity": 2,
  "homo_lumo_gap_ha": [0.12586, 0.25257]
}

=====

ii) {
  "formula": "C5H11NOS",
  "method": "ωB97M-V/def2-TZVPD",
  "elements": ["C", "C", "S", "C", "N", "C", "C", "O", "H", "H", "H", "H", "H", "H", "H", "H", "H", "H", "H"],
  "coordinates": [[0.1368, 0.4880, 1.5876], [-1.3462, 0.1437, 1.8347], [-2.5454, 1.4714, 1.3912], [0.4152, 0.6186, 0.1343], [0.4482, -0.6357, -0.6362], [-0.3035, -0.4599, -1.8846], [1.8424, -0.9872, -0.9608], [0.4191, 1.7464, -0.4680], [0.6598, -0.3351, 2.1095], [0.2672, 1.4261, 2.1352], [-1.5778, -0.0567, 2.8917], [-1.7120, -0.7121, 1.2677], [-1.8485, 1.9856, 0.3821], [-1.1574, 0.1767, -1.6981], [0.2227, -0.1782, -2.7921], [-0.7012, -1.4529, -2.1860], [2.5392, -0.1305, -0.9757], [1.9823, -1.4713, -1.9384], [2.2590, -1.6371, -0.1942]],
  "mulliken_charge": [-0.595, -0.738, -0.371, -0.005, 0.018, -0.965, -1.047, -0.768, 0.249, 0.335, 0.416, 0.347, 0.161, 0.327, 0.351, 0.314, 0.318, 0.405, 0.248],
  "charge": -1,
  "e_lumo_ev": [3.55, 3.49],
  "spin_multiplicity": 2,
  "homo_lumo_gap_ha": [0.12388, 0.26787]
}

=====

Computed stability ranking, most favorable first: ii), i)

=====

i) {
  "formula": "CH3N5O2",
  "method": "ωB97M-V/def2-TZVPD",
  "elements": ["N", "N", "C", "N", "N", "O", "N", "O", "H", "H", "H"],
  "coordinates": [[-2.5689, -0.0257, 0.1974], [-1.5271, 0.5799, -0.3455], [-0.4089, -0.0168, -0.1785], [-0.0753, -1.2948, 0.2852], [1.1443, -1.4829, 0.2467], [1.7474, -0.3550, -0.3894], [0.8091, 0.7007, -0.5551], [1.0321, 1.5239, 0.6443], [-2.4703, -1.0482, 0.2263], [-3.3908, 0.2463, -0.2827], [1.6048, 2.2108, 0.2872]],
  "mulliken_charge": [-0.378, -0.248, 0.629, -0.155, -0.140, -0.113, -0.063, -0.410, 0.265, 0.258, 0.356],
  "charge": 0,
  "e_lumo_ev": -0.64,
  "homo_lumo_gap_ha": 0.32031
}

=====

ii) {
  "formula": "CH3N5O2",
  "method": "ωB97M-V/def2-TZVPD",
  "elements": ["N", "N", "N", "N", "N", "O", "C", "O", "H", "H", "H"],
  "coordinates": [[0.5099, -1.9095, 0.7968], [0.4012, -0.5903, 0.5579], [1.2979, 0.3152, 0.8845], [1.0014, 1.4350, 0.3310], [-0.1252, 1.2362, -0.4663], [-0.5881, 2.1007, -1.3702], [-0.5224, -0.0676, -0.3772], [-1.3180, -0.7256, -1.0039], [0.5871, -2.4284, -0.1181], [-0.1998, -2.2281, 1.4809], [-1.0442, 2.8623, -0.7154]],
  "mulliken_charge": [-0.763, 0.709, -0.276, -0.262, 0.503, -0.456, 0.211, -0.590, 0.272, 0.257, 0.395],
  "charge": 0,
  "e_lumo_ev": 0.28,
  "homo_lumo_gap_ha": 0.36319
}

=====

Computed stability ranking, most favorable first: ii), i)

=====

i) {
  "formula": "C3HBrNO3",
  "method": "ωB97M-V/def2-TZVPD",
  "elements": ["C", "C", "C", "N", "O", "O", "O", "Br", "H"],
  "coordinates": [[-0.3674, 1.1997, 0.4294], [-1.6832, 0.7770, 0.8931], [2.1435, -0.7123, -1.3417], [-1.1704, 0.1437, -0.1117], [-2.7038, 0.6996, 1.5745], [2.4015, 0.3023, -1.7318], [1.7086, -1.7418, -1.0762], [0.9637, 0.1589, 2.0074], [-1.2926, -0.8273, -0.6431]],
  "mulliken_charge": [-0.480, 0.554, 0.643, -0.110, -0.660, -0.292, -0.371, -0.556, 0.271],
  "charge": -1,
  "e_lumo_ev": 3.18,
  "homo_lumo_gap_ha": 0.24553
}

=====

ii) {
  "formula": "C3HBrNO3",
  "method": "ωB97M-V/def2-TZVPD",
  "elements": ["C", "C", "C", "N", "O", "O", "O", "Br", "H"],
  "coordinates": [[-0.1669, 0.4481, -0.8164], [-1.6094, 0.4222, -0.9294], [2.1202, -0.8644, 0.6798], [-1.0029, -0.5540, -0.1265], [-2.7053, 0.8563, -1.3087], [2.9379, -0.0388, 0.7787], [1.4595, -1.8198, 0.6432], [0.4492, 2.1255, 0.2543], [-1.4822, -0.5752, 0.8249]],
  "mulliken_charge": [-0.409, 0.447, 0.751, -0.251, -0.628, -0.382, -0.367, -0.364, 0.202],
  "charge": -1,
  "e_lumo_ev": 3.45,
  "homo_lumo_gap_ha": 0.23879
}

=====

iii) {
  "formula": "C3HBrNO3",
  "method": "ωB97M-V/def2-TZVPD",
  "elements": ["C", "C", "C", "N", "O", "O", "O", "Br", "H"],
  "coordinates": [[-1.0963, -0.6836, 0.6949], [-0.1696, 1.7482, 0.1844], [0.0750, -1.2072, 0.2314], [1.0352, -0.2554, -0.2967], [-0.5628, 2.8229, -0.1741], [0.4871, -2.3676, 0.3289], [0.9226, 1.1358, -0.4164], [-2.6071, -0.4278, -0.2983], [1.9159, -0.7653, -0.2541]],
  "mulliken_charge": [-0.613, -0.089, 0.810, -0.067, -0.383, -0.667, -0.145, -0.096, 0.250],
  "charge": -1,
  "e_lumo_ev": [3.46, 3.46],
  "homo_lumo_gap_ha": [0.25773, 0.24651]
}

=====

Computed stability ranking, most favorable first: ii), i), iii)